{
  "formula": "C6H10N2O",
  "method": "ωB97M-V with the def2-TZVPD basis set",
  "relative_energy_ev": 2.408,
  "smiles": "C=C1NC(=C)[C@](C)(N)O1",
  "e_lumo_ev": 0.930,
  "orbital_gap_ev": 8.88,
  "total_charge": 0,
  "e_homo_ev": -7.95,
  "species": ["C", "C", "N", "C", "C", "C", "C", "N", "O", "H", "H", "H", "H", "H", "H", "H", "H", "H", "H"],
  "positions_angstrom": [[0.6456, -1.9179, -1.9695], [0.5365, -1.1059, -0.9048], [0.5532, -1.4471, 0.4268], [-0.3236, -0.4931, 0.8628], [-1.2000, -0.5744, 1.8693], [-0.0204, 0.8743, -0.0467], [0.9216, 1.8453, 0.6449], [-1.2385, 1.4617, -0.4969], [0.6637, 0.2749, -1.1519], [0.3010, -1.7364, -2.9796], [1.1855, -2.8566, -1.9722], [0.4134, -2.4171, 0.6809], [-1.8111, 0.2786, 2.1451], [-1.3025, -1.4712, 2.4699], [1.2763, 2.6036, -0.0637], [1.8210, 1.3232, 0.9883], [0.4492, 2.3361, 1.5009], [-1.0839, 2.2971, -1.0521], [-1.7871, 0.7249, -0.9515]],
  "nbo_charge": [-0.590, 0.465, -0.624, 0.157, -0.498, 0.375, -0.637, -0.847, -0.493, 0.220, 0.205, 0.412, 0.224, 0.201, 0.219, 0.228, 0.228, 0.376, 0.378]
}